# 1
C25H54F2N6O6S2 | ωB97M-V/def2-TZVPD

Summary:
lowest unoccupied orbital energy: -1.02 eV
E_HOMO: -8.1 eV
total energy: -2760.94896 a.u.

```
! RIJCOSX wB97M-V def2-TZVPD def2/J DEFGRID3
* xyz 0 1
N -0.04819 -1.96444 0.52909
C 1.73009 -1.12917 2.15583
H -0.27167 4.53390 2.10267
H 4.70349 2.47229 -2.69085
F -2.61967 3.95864 -5.73467
H 2.30642 -3.89305 1.86155
H -2.27356 -6.69460 1.06663
H -0.72102 -7.53945 0.97121
H -0.91674 -0.42286 -4.10972
H 1.24629 4.91544 3.68980
H 2.57036 1.19199 -0.93987
O 5.81050 0.96456 -0.86195
H -2.74357 -1.32595 -2.36292
C 3.54135 1.67930 -1.02973
C 0.32830 4.47403 4.08241
O -3.86544 4.44940 -3.76805
C -1.34292 -1.41282 -3.95511
H 4.28547 -3.00851 1.46396
C 0.49357 -3.27684 0.98570
H -1.27731 -6.56044 -0.37527
H 0.22891 0.81721 0.64423
H -4.25323 1.75000 0.59903
H -3.54363 0.26481 0.01271
H -0.38374 -1.32499 2.50974
C 2.01040 -3.24758 1.02292
C 0.24343 -0.95974 1.69589
H 0.17179 -3.36697 2.02668
H 4.04692 -1.70233 2.63328
H -4.52345 1.73242 -1.81788
C 4.64338 0.70391 -0.74751
C 0.63181 3.04066 4.53215
H -1.66499 1.14637 2.69601
H 2.69673 2.76228 4.09435
H 0.70267 0.53094 3.86381
H 0.40715 -3.31386 -1.97220
N -0.56404 -5.45304 1.29896
C 2.31489 0.24564 2.44675
H 3.57800 2.46222 -0.27027
O -6.94207 4.11742 -4.39819
H -1.24124 -4.98307 1.88664
C 3.66496 2.29542 -2.43036
H 1.72778 -1.67383 3.11575
N -4.97922 3.82231 -5.97539
H 0.92170 3.06677 5.58463
H -0.59935 -2.13960 -4.28883
C -3.50940 1.83630 -1.43291
H -2.19754 2.71976 1.11651
C 1.72958 0.87070 3.71944
H -3.22772 2.87883 -1.56110
H 5.73012 -1.66584 0.41160
H -1.35737 1.81245 -0.15353
H -1.67983 -2.68944 -2.22552
H 0.61074 -4.98783 -0.34898
S -3.88584 3.54172 -4.87259
H 2.43672 -3.68571 0.12515
H 3.09874 3.22369 -2.47639
H -1.57883 -0.47485 -0.69170
F -6.39294 1.94162 -5.19208
H 1.07933 -0.64530 -0.67435
C 0.34518 -1.43019 -0.84496
C -0.11912 -4.49587 0.29223
N 2.53378 -1.89282 1.19004
N -0.17056 0.36265 1.44885
C 1.74593 2.39975 3.70089
C -1.24725 -6.62284 0.71369
O -3.65696 2.15572 -4.58410
H 3.21251 1.62989 -3.16504
C -1.57652 0.72927 1.68944
O 4.20313 -0.51718 -0.35683
H 0.01605 5.08776 4.92707
H -1.06289 -2.06229 0.51616
H -0.28286 2.44627 4.45684
H 1.97782 -2.73145 -1.43654
H 5.28008 -0.27315 1.39042
H 3.39158 0.16686 2.58876
C 3.94184 -1.98466 1.58466
O -7.29838 3.49377 -6.75174
C 0.99858 -2.42202 -1.78393
H 1.16139 -1.90094 -2.72593
C 4.88680 -1.07501 0.76744
H 2.18612 0.91587 1.59672
H 1.63200 2.74265 2.66907
C -0.89880 -0.78086 -1.48058
S -6.47384 3.48960 -5.59153
N -0.67829 4.58645 3.02464
C -1.70214 -1.62638 -2.47976
H -1.38748 3.87122 3.10462
C -3.42665 1.35386 0.00829
H -0.56950 0.13888 -1.96603
H -2.21797 -1.53667 -4.58566
H -2.19861 -0.17288 1.68946
H -2.90168 1.19867 -2.07064
C -2.08609 1.74053 0.65437
H 2.31238 0.50796 4.56870
H -0.95665 -4.17334 -0.34624
*
```

---

# 2
C18H33ClO2PPb | ωB97M-V/def2-TZVPD

Summary:
lowest unoccupied orbital energy: -7.66 eV
E_HOMO: -9.6 eV
total energy: -1849.90693 a.u.

```
! RIJCOSX wB97M-V def2-TZVPD def2/J DEFGRID3
* xyz 1 1
H -3.20360 -0.84382 1.52488
H 4.40213 1.46665 -1.37121
H -3.75641 -0.47434 -2.28254
C -3.48874 2.19899 0.65564
H 2.82278 -0.58914 2.93535
H -1.27038 3.39398 -1.66774
H -4.43987 2.69949 0.79078
C 3.17599 0.06944 0.46057
C -3.24947 -0.83425 -1.38754
H -4.62561 1.17024 -0.79570
C 3.66204 -2.44509 0.20854
H 4.18527 -1.61524 2.54925
C -0.59857 1.91856 1.26296
C -3.57315 1.40403 -0.62567
H 1.07562 0.70232 1.69326
C -0.71146 2.81565 -0.93536
H 3.05785 2.20536 -2.20833
H 4.66221 -2.08683 0.00132
P -3.17206 -2.22300 1.02157
H -5.03351 -1.26251 -0.32847
H 1.16496 -0.22272 -2.20046
H -3.33663 1.57137 1.52847
H -4.43580 -2.44637 1.74166
H 3.38144 2.69789 -0.56321
H 2.74690 0.10318 -2.81498
H -1.87551 -2.03697 0.37979
C 3.12068 -1.48261 2.39237
C 0.59746 1.30259 0.94208
H -3.25982 2.01362 -1.48245
H 0.74352 -1.14783 0.01090
H 1.22622 -2.76890 0.38759
C 2.46002 0.71472 -0.73635
H -3.17486 -3.65427 0.72315
C 2.21920 -0.23813 -1.93387
H -2.35653 -1.35850 -1.71795
H 0.79273 -1.72407 1.69791
H 2.46070 -1.26956 -1.72804
O -2.49325 3.24217 0.60495
C -1.27050 2.67058 0.31408
C 3.39860 1.85036 -1.24050
C 0.49191 2.20229 -1.25992
O -2.82016 0.22806 -0.53680
C -4.10121 -1.77291 -0.55768
C 1.28779 -1.74155 0.73532
Cl -2.06091 -2.73140 2.86914
H -1.04266 1.80878 2.23647
H -4.26865 -2.68265 -1.12875
H 4.23484 0.04854 0.22762
C 2.78544 -1.37260 0.88501
H 2.58468 -2.32119 2.82388
H 3.19027 -2.82819 -0.69006
C 1.16177 1.41475 -0.33254
H 0.88060 2.31656 -2.26444
H 3.69501 -3.29543 0.88083
H 3.06370 0.73074 1.31337
Pb -1.11302 4.50918 -3.00815
*
```

---

# 3
C3H5FN2S | ωB97M-V/def2-TZVPD

Summary:
lowest unoccupied orbital energy (alpha / beta): -0.83 / -1.54 eV
E_HOMO (alpha / beta): -8.8 / -8.9 eV
total energy: -724.54747 a.u.
energy relative to the best compared isomer or geometry (same formula, charge and spin): 8.685 eV

```
! RIJCOSX wB97M-V def2-TZVPD def2/J DEFGRID3
* xyz 0 1
C -0.33979 -0.30256 0.43291
C 0.94750 -0.46783 0.63615
N 2.09085 1.91933 -0.45026
F 1.64054 1.26032 -1.60699
H -1.36738 -1.04034 -1.18237
H 1.42118 -1.47911 0.78357
H 1.56941 0.37238 0.89267
S -0.86267 1.55113 0.01882
C -1.40085 -1.11571 -0.17669
H -2.51133 -0.94079 0.13827
H -1.34138 -2.27290 0.06171
N 0.15390 2.51608 0.45220
*
```

---

# 4
C36H28Cl5N6O2ReS2Te | ωB97M-V/def2-TZVPD

Summary:
lowest unoccupied orbital energy (alpha / beta): -4.20 / -4.45 eV
E_HOMO (alpha / beta): -10.2 / -10.6 eV
total energy: -5310.91125 a.u.
energy relative to the best compared isomer or geometry (same formula, charge and spin): 4.133 eV

```
! RIJCOSX wB97M-V def2-TZVPD def2/J DEFGRID3
* xyz 1 4
C 1.20698 5.76179 1.99040
C -1.68408 2.07021 -5.18170
C -3.11162 -0.51362 -0.13398
Cl -2.69846 -2.12379 0.45700
Cl -5.03229 -1.95954 -1.52611
C -1.81355 3.25242 -3.02988
C -0.75158 -4.20358 2.75251
H -1.65121 2.05398 -6.26473
H 2.80288 -1.41241 -2.11769
C 0.15194 -1.70658 -1.50133
C 1.43213 3.01523 1.95279
C 0.21676 -2.55536 -2.59137
C 0.20914 4.98559 1.36560
H 4.34966 1.18752 3.62580
H -1.75998 -5.44050 1.33901
C 1.07651 -4.29203 -1.17645
H 0.73426 -4.51681 -3.28863
H -1.86675 -0.22947 -2.65182
H 1.30472 -7.35556 3.64180
C -4.16955 -0.51119 -1.21151
H -0.22810 -0.70050 -1.62312
S -2.19593 3.20788 0.32947
C 0.73120 -6.47337 3.38818
N 0.14091 -1.74325 4.33028
H 1.72210 -5.23590 4.83912
H -0.42673 -7.46323 1.87711
C -0.03118 -1.24899 3.09596
C 2.42648 3.79163 2.57984
N -0.59324 2.69222 0.74310
C 0.68389 -3.85264 -2.43544
N 0.31742 -1.26993 0.87696
C -2.26243 1.94092 -2.39984
C -2.10811 0.59566 -0.04932
S -0.92305 0.25224 2.98176
H 2.91469 3.51203 -1.56739
H 2.51965 -0.04917 2.48130
C 2.69747 -0.41732 -2.54374
Te 2.38661 0.95977 -0.95311
H 3.62676 -0.11684 -3.02665
O -3.23746 0.41491 0.88672
Cl -4.68457 3.28012 -1.71881
Cl -0.07027 3.59842 -2.57587
H -1.34770 -3.33125 2.51708
C 0.23460 -4.14839 3.73402
H 1.43721 -5.30513 -1.04517
C -4.42025 0.59090 -1.91008
O -2.14612 4.50537 -0.34910
H 1.09715 6.83867 1.99139
C 0.30032 3.60841 1.33187
Re -0.13364 0.71292 0.79550
N 0.41157 -1.90282 2.02517
C -2.42446 1.82425 -0.88300
H -0.09889 -2.19987 -3.56561
N 0.48935 -2.98666 4.50680
H -1.93333 4.16272 -5.04160
C -1.56657 0.80541 -4.45766
N 1.50860 1.64710 1.92895
C 0.99295 -3.45379 -0.07768
C -0.23932 -6.53291 2.39799
C 3.49607 3.10287 3.18909
H 3.90409 2.39365 -2.54948
H 0.84690 -3.14601 5.43487
H -0.62773 5.47821 0.89585
C 2.51762 1.03529 2.51814
C -1.84204 3.21614 -4.52514
C 3.54007 1.73491 3.16524
C 2.90231 2.61515 -2.18558
C -1.83812 0.72866 -3.15632
C 0.96466 -5.28651 4.06129
Cl -5.58706 0.60575 -3.16458
H 3.06459 5.80168 3.05505
C 0.52868 -2.15080 -0.24206
H 2.19608 2.72746 -3.00411
C -3.65109 1.85699 -1.73530
H 1.27108 -3.80790 0.90376
H 4.27531 3.67154 3.68566
H -1.31401 -0.09187 -5.01266
H 1.87431 -0.39568 -3.25158
H -2.35082 4.09581 -2.62340
C 2.29791 5.19649 2.58388
C -0.98227 -5.39776 2.09226
*
```

---

| no. | strongest force on any atom (eV/A) |
| --- | --- |
| 1 | 0.9 |
| 2 | 2.8 |
| 3 | 6.2 |
| 4 | 0.8 |